Entry 1:
Molecular formula: C57H54BaF2N5OPS
Method: DFT, wB97M-V/def2-TZVPD

Values from the calculation:
Molar mass   1063.46 g/mol
E   -3518.24737 Eh
Multiplicity   1
HOMO level   -5.8 eV
Largest force on an atom   0.006 Eh/bohr
HOMO-LUMO gap   6.12 eV

Geometry (Å):
Ba 0.64 -0.49 -0.05
C -1.66 2.94 5.53
C 4.68 -5.47 -6.74
C 3.12 0.86 4.86
H 4.87 -0.11 4.10
H -1.49 0.22 -4.33
C -2.89 -1.81 -3.42
C 2.42 -4.04 -3.38
H 1.48 -2.69 -4.74
C -3.93 1.39 0.45
C -4.99 -3.53 3.52
H -1.53 2.64 7.66
H -1.89 2.95 3.41
H 1.45 0.89 -3.30
F 5.90 -3.42 -1.04
C 5.63 -2.81 1.21
H -4.56 2.32 3.64
C 4.09 -5.50 -4.29
N 2.13 2.01 -1.01
C -0.53 2.99 1.03
C -5.58 3.07 1.91
H -0.63 -4.08 -1.37
H 6.42 -3.47 1.51
C -1.03 -0.14 -3.40
H 4.84 -6.27 -4.15
H -3.11 -4.54 3.26
C 4.93 -2.05 2.12
C 1.78 1.13 4.64
C -2.93 -2.43 2.96
H -1.87 -2.49 2.73
C 2.20 -3.50 -4.64
H -0.75 4.86 2.04
C 2.92 -3.97 -5.72
H -4.25 -3.47 -0.80
C -2.34 1.02 4.23
H 3.62 1.24 5.75
H 5.69 -5.08 -6.70
H -1.83 2.56 -3.17
N -0.73 2.23 -0.05
H 3.12 1.21 0.59
H -2.20 0.26 7.53
C -2.73 -1.96 -0.71
C 2.81 2.15 0.13
H 1.73 3.32 -3.75
H -4.96 2.13 -1.28
F 5.30 -2.20 3.42
H 0.20 3.67 -3.01
H -0.17 -0.76 -3.67
H 3.96 -1.84 -1.57
N 1.90 -0.07 2.56
H -1.38 3.98 5.58
H 4.23 -5.15 -7.68
H -0.40 -4.14 -3.17
C 1.04 2.97 -2.97
C 2.02 4.39 -1.15
C 5.23 -2.68 -0.11
C 1.23 0.64 3.47
C -5.65 -2.31 3.49
H 3.58 -5.42 -2.21
H -4.40 -3.33 -3.30
C -1.35 2.78 -1.09
C 3.89 -1.20 1.77
H -6.21 3.73 2.49
P -2.56 0.28 2.56
C -1.81 4.09 -1.07
H -2.72 -0.77 5.36
C -0.05 -3.13 0.94
H 0.26 -5.44 -2.12
C -2.00 -1.03 -2.68
C -4.64 2.28 2.56
H -6.43 3.64 0.03
H -2.92 -1.72 -4.49
H 0.18 0.81 3.25
C 3.11 3.37 0.70
C 2.70 4.52 0.05
H -2.31 4.49 -1.95
H 0.00 2.53 1.85
H -5.54 -4.44 3.74
C 3.38 -5.03 -3.20
H -3.27 0.75 -0.12
H -0.88 -3.85 0.91
O 1.15 -2.02 -2.33
C 0.60 1.57 -3.38
C -4.87 2.18 -0.20
S 1.53 -3.44 -1.96
C -0.95 4.31 1.13
H 4.74 -6.56 -6.74
H -2.49 1.33 -2.11
C 0.02 -4.38 -2.19
H 1.69 5.26 -1.70
C -3.71 -2.71 -2.75
H -6.71 -2.26 3.70
C 4.19 -1.87 -0.50
H 3.65 3.41 1.64
H -5.47 -0.20 3.18
N -0.51 0.98 -2.61
H -2.63 -2.00 0.36
C 3.83 0.11 3.94
N -1.94 -1.10 -1.35
C -5.69 3.02 0.53
C -3.63 -3.59 3.25
C -1.75 2.19 6.70
C -1.95 2.36 4.31
C 3.87 -4.98 -5.57
H 0.88 -3.72 0.84
C 3.46 -1.11 0.42
C -4.95 -1.15 3.21
H 2.75 -3.54 -6.70
H -0.01 -2.78 1.99
H -1.97 5.89 0.09
C -3.58 -1.20 2.94
C -2.13 0.86 6.63
C 3.19 -0.38 2.80
H 0.31 1.63 -4.44
H 2.92 5.50 0.45
C -2.42 0.28 5.40
C -1.62 4.87 0.06
H 1.17 1.69 5.33
C 1.76 3.12 -1.65
C -3.81 1.42 1.84
C -3.63 -2.79 -1.37
C -1.59 1.92 -2.31



Entry 2:
Molecular formula: C57H58AsN2OsP2
Method: DFT, wB97M-V/def2-TZVPD

Values from the calculation:
Molar mass   1098.20 g/mol
E   -5325.25731 Eh
Total charge   +1
Multiplicity   1
HOMO level (spin up / spin down)   -10.0 / -10.0 eV
Largest force on an atom   0.032 Eh/bohr
HOMO-LUMO gap (spin up / spin down)   6.52 / 6.52 eV

Geometry (Å):
N -0.35 -0.81 1.86
H 1.97 -6.85 0.57
C -3.12 -6.44 -2.78
C -0.85 -5.00 -3.42
H 1.56 0.51 6.19
C 1.04 -5.00 1.12
C 3.48 -0.78 1.13
H -4.75 1.69 -3.96
C -5.42 -1.64 -1.68
H 3.25 -5.86 -1.30
C 2.32 4.73 -2.36
C 1.69 2.62 2.37
H 3.39 7.97 -2.20
As -0.59 3.31 0.47
C 1.74 6.45 -0.84
H -4.64 -1.31 1.60
C 0.18 6.09 1.07
C 3.34 7.01 -2.70
H 2.89 4.39 -3.22
H 0.48 5.55 1.98
C 5.45 -0.16 -0.73
C -2.57 -1.54 4.67
C -0.12 2.17 4.45
H -4.07 -2.30 -3.21
C 2.75 2.89 1.34
H -0.45 0.11 -2.40
P -1.45 -2.80 -1.82
C 4.17 -0.48 -1.16
H 0.17 -0.17 -3.99
C 1.52 3.82 -1.70
C -1.70 -2.21 5.52
C -3.11 -2.23 -1.29
C 1.87 -5.80 0.35
H -3.70 -4.74 -1.62
C 0.31 2.76 2.14
H 0.29 -2.95 5.81
C -2.09 2.68 3.03
H -2.00 -1.25 -3.65
H -2.31 -7.99 -4.02
C 4.76 -0.47 1.55
C 1.33 -1.14 -2.49
C -0.03 -0.67 -3.04
H -2.38 3.73 2.90
H -2.95 3.40 -3.97
H -2.77 -0.52 2.78
C -3.29 -1.95 0.06
H -4.02 -7.00 -2.52
C 0.89 -3.65 0.82
C 0.90 5.58 -0.15
H 0.42 7.14 1.23
C 2.45 6.05 -1.96
H 1.66 -2.06 -2.97
C -4.52 -1.52 0.54
H 0.20 -3.05 1.39
H 2.06 -0.37 -2.75
H -2.45 -2.08 0.74
C -2.12 -1.05 3.46
H -2.47 2.14 2.16
H -2.60 2.30 3.91
C 2.59 -5.24 -0.70
H -4.77 -0.05 -2.19
C -0.60 2.54 3.19
C -1.96 2.59 -2.26
C -0.38 -2.42 5.15
C -1.03 -6.28 -3.93
H 4.35 6.61 -2.80
C 1.74 1.57 6.04
H 1.83 7.47 -0.48
H 2.96 7.18 -3.71
P 1.50 -1.34 -0.67
C 2.12 2.23 3.63
H 2.78 3.95 1.06
H -2.06 -2.59 6.47
C 2.46 -3.89 -0.99
C -2.96 2.62 -3.22
H 0.48 -5.43 1.94
C 0.78 4.24 -0.58
H 2.80 1.76 6.15
H 3.18 2.13 3.81
C -3.98 0.69 -2.22
C -2.95 -5.16 -2.27
H 2.61 2.31 0.43
H 6.75 0.09 0.96
N -0.91 1.57 -0.31
C -2.17 -7.00 -3.62
H 3.97 -0.50 -2.22
C -4.19 -2.07 -2.16
H 3.04 -3.47 -1.80
C 1.54 2.40 -2.21
C -2.99 0.66 -1.25
H -0.82 2.00 5.25
C -3.97 1.67 -3.21
C 1.24 2.00 4.68
H -0.75 -2.40 -4.11
H 1.45 1.68 -1.40
H -0.90 6.01 0.97
C -1.09 -1.74 -3.30
H 0.06 -4.46 -3.66
C -5.58 -1.36 -0.33
H -3.60 -1.38 4.96
H -0.27 -6.71 -4.58
H 2.71 -1.00 1.86
C 1.60 -3.10 -0.24
C -1.96 1.60 -1.27
H -1.18 3.34 -2.27
H 1.11 -2.10 3.63
H 1.21 2.10 6.83
H 0.72 2.21 -2.92
C -0.79 -1.27 3.09
C -1.81 -4.42 -2.59
H 3.73 2.63 1.75
H -6.25 -1.53 -2.36
C 3.18 -0.79 -0.23
H 6.21 0.09 -1.45
Os -0.15 -0.02 0.38
H 4.99 -0.47 2.61
C 0.09 -1.95 3.93
C 5.75 -0.16 0.63
H -6.54 -1.02 0.04
H 2.48 2.21 -2.73
H -3.01 -0.09 -0.47